# C3H8N2O2

2 unconnected molecules or ions with the total composition C3H8N2O2 (ωB97M-V with the def2-TZVPD basis set, the OMol25 dataset).

Geometry as ORCA input:
```
! wB97M-V def2-TZVPD RIJCOSX def2/J DEFGRID3
* xyz 0 1
C -0.39 -1.10 -1.01
N 0.57 -0.64 -0.32
C 0.93 0.77 -0.57
N 2.34 1.00 -0.44
O 0.32 1.57 0.40
H -0.74 -2.12 -0.85
H -0.93 -0.50 -1.76
H 0.61 1.03 -1.59
H 2.56 1.01 0.55
H 2.85 0.22 -0.86
H -0.62 1.33 0.48
C -1.87 -0.65 1.51
O -2.22 0.42 1.06
H -0.85 -0.83 1.87
H -2.57 -1.51 1.55
*
```

Computed properties:
E: -379.0421 a.u.
M: 104.11 g/mol
Kohn-Sham gap: 10.03 eV
SMILES: C=N[C@H](N)O.C=O
highest occupied orbital energy: -9.6 eV

And the natural (NBO) charges, in e, turn out to be: -0.070, -0.433, 0.364, -0.826, -0.719, 0.174, 0.154, 0.118, 0.368, 0.361, 0.496, 0.289, -0.537, 0.144, 0.117